{"formula": "C3H9N3OS", "method": "wB97M-V/def2-TZVPD", "elements": ["C", "N", "N", "C", "C", "O", "N", "S", "H", "H", "H", "H", "H", "H", "H", "H", "H"], "coordinates": [[-0.9781, 1.1926, -0.6127], [0.3621, 0.7683, -0.3201], [0.5725, 1.3834, 0.9662], [0.4774, -0.6917, -0.1644], [-0.8773, -1.4099, -0.3557], [-1.6478, -1.3709, 0.7212], [1.5556, -1.3453, -0.0442], [3.0764, -0.4720, -0.0123], [-0.9651, 2.2156, -0.1265], [-1.8710, 0.5381, -0.3210], [-0.8122, 1.5519, -1.8209], [-0.0470, 0.9749, 1.6942], [1.5883, 0.9556, 1.3437], [-1.2285, -0.7900, -1.2580], [-0.5891, -2.4150, -0.7705], [-1.2156, -1.9752, 1.2755], [2.5996, 0.8898, -0.1944]], "atomic_forces_ev_per_a": [[-0.21, 3.59, -3.74], [-0.07, -2.24, 2.22], [4.54, -1.47, 2.94], [-0.81, 0.66, -0.86], [3.95, 0.11, -5.29], [-2.53, 0.93, 0.93], [0.79, 0.99, 0.08], [-1.48, 1.28, -0.18], [-0.84, -1.20, -0.53], [1.36, 1.58, -0.50], [-1.68, -1.45, 2.93], [-0.05, 0.09, -0.75], [-3.20, 1.66, -1.14], [-0.38, -1.72, 1.32], [-0.67, 0.49, 0.64], [0.40, -1.28, 1.99], [0.86, -2.02, -0.06]], "charge": 0, "multiplicity": 1, "relative_energy_ev": 4.668, "smiles": "CN(N)/C(CO)=N\\S", "homo_ev": -8.95, "orbital_gap_ev": 9.509}

=====

{"formula": "C3H7N3O", "method": "wB97M-V/def2-TZVPD", "elements": ["C", "C", "C", "N", "N", "N", "O", "H", "H", "H", "H", "H", "H", "H"], "coordinates": [[-2.3449, 0.7403, -0.0558], [1.1156, 1.0251, 0.6141], [0.9896, -1.4441, -0.3404], [-2.5059, -0.2977, 0.5164], [0.6331, 0.8135, -0.5871], [0.5046, -0.3469, -1.1448], [-2.2889, 1.7999, -0.5166], [1.3791, 1.9794, 0.9174], [1.0049, 0.2810, 1.3592], [0.3913, -1.4114, 0.6262], [1.0717, -2.4381, -0.8666], [1.9979, -1.0983, -0.0931], [-2.2209, -1.2485, 0.6668], [0.2727, 1.6459, -1.0958]], "atomic_forces_ev_per_a": [[-0.04, -1.93, 0.93], [-0.31, -0.42, 0.26], [-0.25, 1.14, 0.40], [-0.25, 0.30, 0.10], [0.23, -0.51, 0.27], [-1.31, -0.24, -1.72], [0.15, 1.12, -0.64], [0.00, 1.79, 0.28], [0.49, -0.67, 0.29], [0.70, -0.94, -0.78], [-0.70, 1.32, 0.47], [0.54, -0.38, 0.67], [0.13, 0.49, -0.40], [0.62, -1.07, -0.13]], "charge": 0, "multiplicity": 1, "relative_energy_ev": 3.734, "homo_ev": -7.83, "orbital_gap_ev": 8.663}

=====

Repeat the first record exactly.
{"formula": "C3H9N3OS", "method": "wB97M-V/def2-TZVPD", "elements": ["C", "N", "N", "C", "C", "O", "N", "S", "H", "H", "H", "H", "H", "H", "H", "H", "H"], "coordinates": [[-0.9781, 1.1926, -0.6127], [0.3621, 0.7683, -0.3201], [0.5725, 1.3834, 0.9662], [0.4774, -0.6917, -0.1644], [-0.8773, -1.4099, -0.3557], [-1.6478, -1.3709, 0.7212], [1.5556, -1.3453, -0.0442], [3.0764, -0.4720, -0.0123], [-0.9651, 2.2156, -0.1265], [-1.8710, 0.5381, -0.3210], [-0.8122, 1.5519, -1.8209], [-0.0470, 0.9749, 1.6942], [1.5883, 0.9556, 1.3437], [-1.2285, -0.7900, -1.2580], [-0.5891, -2.4150, -0.7705], [-1.2156, -1.9752, 1.2755], [2.5996, 0.8898, -0.1944]], "atomic_forces_ev_per_a": [[-0.21, 3.59, -3.74], [-0.07, -2.24, 2.22], [4.54, -1.47, 2.94], [-0.81, 0.66, -0.86], [3.95, 0.11, -5.29], [-2.53, 0.93, 0.93], [0.79, 0.99, 0.08], [-1.48, 1.28, -0.18], [-0.84, -1.20, -0.53], [1.36, 1.58, -0.50], [-1.68, -1.45, 2.93], [-0.05, 0.09, -0.75], [-3.20, 1.66, -1.14], [-0.38, -1.72, 1.32], [-0.67, 0.49, 0.64], [0.40, -1.28, 1.99], [0.86, -2.02, -0.06]], "charge": 0, "multiplicity": 1, "relative_energy_ev": 4.668, "smiles": "CN(N)/C(CO)=N\\S", "homo_ev": -8.95, "orbital_gap_ev": 9.509}

=====

> Which formula does entry 2 have?

C3H7N3O

=====

> What is the multiplicity in the first record?

1